1.
C18H16OSi in the gas phase at a distorted geometry. Source: the Open Molecules 2025 dataset; level of theory: ωB97M-V/def2-TZVPD.

```
! wB97M-V def2-TZVPD RIJCOSX def2/J DEFGRID3
* xyz 0 1
O -0.990 2.163 -0.981
C 4.090 1.360 0.238
C -2.639 0.167 3.667
C -0.527 -2.864 -3.298
C 3.182 2.238 0.793
C 3.555 0.179 -0.352
C -1.410 -0.412 3.417
C -3.302 0.824 2.623
C -0.623 -1.591 -3.854
C -0.579 -3.048 -1.905
C 1.805 2.032 0.741
C 2.187 0.062 -0.504
C -0.784 -0.387 2.189
C -2.671 0.969 1.379
C -0.766 -0.475 -3.021
C -0.605 -1.913 -1.055
C 1.262 0.991 -0.001
C -1.426 0.403 1.216
C -0.679 -0.663 -1.655
Si -0.508 0.694 -0.338
H -0.678 3.010 -0.577
H 5.184 1.506 0.414
H -3.084 0.137 4.675
H -0.385 -3.726 -3.957
H 3.570 3.047 1.354
H 4.248 -0.511 -0.897
H -0.947 -1.056 4.198
H -4.317 1.114 2.705
H -0.557 -1.552 -4.916
H -0.665 -4.036 -1.598
H 1.082 2.815 1.062
H 1.824 -0.864 -0.942
H 0.273 -0.555 2.023
H -3.137 1.424 0.522
H -0.562 0.505 -3.377
H -0.420 -1.987 0.012
*
```

Output
HOMO-LUMO gap	9.94	eV
energy relative to the best compared isomer or geometry (same formula, charge and spin)	85.6	kJ/mol

2.
A molecular structure, C18H17BrCuN2O8P2. Source: the Open Molecules 2025 dataset; level of theory: ωB97M-V/def2-TZVPD.

```
! wB97M-V def2-TZVPD RIJCOSX def2/J DEFGRID3
* xyz 0 2
Cu -0.109 -0.840 0.011
Br 6.818 1.225 -0.999
C 5.113 0.402 -0.958
C 4.684 -0.353 -2.067
C 3.459 -0.952 -2.068
C 2.559 -0.821 -0.971
O 1.412 -1.391 -1.039
C 3.025 -0.073 0.154
C 2.280 0.039 1.358
N 1.065 -0.376 1.525
C 0.402 -0.290 2.763
C 0.921 0.125 3.962
C 0.116 0.150 5.122
C -1.191 -0.243 5.093
C -1.760 -0.686 3.876
C -3.102 -1.115 3.744
C -3.570 -1.524 2.529
C -2.697 -1.506 1.422
N -1.451 -1.119 1.521
C -0.962 -0.705 2.720
C 4.307 0.526 0.132
H 5.338 -0.453 -2.923
H 3.119 -1.530 -2.917
H 2.801 0.503 2.195
H 1.953 0.435 4.046
H 0.558 0.486 6.051
H -1.799 -0.223 5.988
H -3.747 -1.110 4.614
H -4.590 -1.854 2.394
H -3.024 -1.806 0.433
H 4.640 1.090 0.995
C -2.362 1.580 -3.876
C -1.949 0.948 -2.555
O -3.038 1.043 -1.638
P -1.509 -0.806 -2.747
O -0.242 -0.859 -3.655
O -2.663 -1.484 -3.591
O -1.395 -1.471 -1.404
P -0.434 1.707 -1.807
O -0.667 3.285 -1.905
O 0.743 1.308 -2.646
O -0.525 1.287 -0.363
H -3.243 1.080 -4.276
H -1.556 1.519 -4.608
H -2.602 2.627 -3.698
H -2.638 1.032 -0.754
H 0.376 -0.108 -3.372
H -2.845 -2.394 -3.327
H -0.015 3.697 -2.485
*
```

Output
HOMO-LUMO gap (spin up / spin down)	6.78 / 6.69	eV

3.
A molecular structure, C18H17BrNOPd at a distorted geometry. Source: the Open Molecules 2025 dataset; level of theory: ωB97M-V/def2-TZVPD.

```
! wB97M-V def2-TZVPD RIJCOSX def2/J DEFGRID3
* xyz 1 1
Pd -0.018 -0.037 -0.454
O 2.010 -0.119 1.147
C 2.481 1.150 1.569
C 2.935 2.033 0.399
C 1.842 2.196 -0.670
C 0.629 2.861 -0.079
C 0.579 4.233 0.129
C -0.545 4.778 0.725
C -1.585 3.940 1.096
C -1.459 2.582 0.858
N -0.376 2.062 0.290
H 2.765 -0.611 0.790
H 3.315 1.016 2.270
H 1.640 1.611 2.096
H 3.822 1.601 -0.066
H 3.206 3.009 0.801
H 1.552 1.183 -1.066
H 2.233 2.787 -1.499
H 1.399 4.860 -0.186
H -0.600 5.839 0.902
H -2.474 4.335 1.554
H -2.248 1.893 1.129
Br -2.613 -0.267 -1.084
C -2.578 -2.131 -0.550
C -3.782 -2.766 -0.402
C -3.805 -4.133 -0.103
C -2.632 -4.832 -0.002
C -1.387 -4.181 -0.111
C -0.178 -4.888 0.053
C 1.029 -4.245 -0.011
C 1.078 -2.856 -0.193
C -0.076 -2.114 -0.366
C -1.336 -2.773 -0.352
H -4.702 -2.218 -0.522
H -4.758 -4.620 0.030
H -2.644 -5.897 0.173
H -0.220 -5.948 0.250
H 1.947 -4.800 0.110
H 2.056 -2.389 -0.230
*
```

Output
HOMO-LUMO gap	6.48	eV

4.
A molecular structure, C18H17CdClF8NO2PS3Se. Source: the Open Molecules 2025 dataset; level of theory: ωB97M-V/def2-TZVPD.

```
! wB97M-V def2-TZVPD RIJCOSX def2/J DEFGRID3
* xyz -2 1
Cd -0.384 -0.404 -0.257
F 0.971 0.648 5.096
C 2.000 1.163 4.404
F 1.719 2.461 4.186
F 3.068 1.146 5.253
C 2.307 0.420 3.144
C 3.562 -0.134 2.977
C 3.887 -0.804 1.806
C 2.914 -0.878 0.828
N 1.702 -0.354 0.982
C 1.338 0.290 2.115
S -0.274 0.863 2.161
H 4.290 -0.050 3.771
H 4.861 -1.252 1.659
H 3.096 -1.365 -0.124
C 4.905 1.950 -2.701
C 4.468 1.015 -3.819
C 4.590 -0.450 -3.423
O 3.143 1.254 -4.325
P 1.848 1.872 -3.544
S 1.923 3.825 -3.471
S 1.637 0.843 -1.846
O 0.736 1.495 -4.641
C 0.426 0.255 -5.304
C 1.272 0.142 -6.565
C 0.528 -0.988 -4.436
H 5.964 1.776 -2.496
H 4.332 1.762 -1.792
H 4.756 2.990 -2.985
H 5.107 1.200 -4.684
H 3.892 -0.663 -2.612
H 5.610 -0.669 -3.088
H 4.350 -1.096 -4.272
H -0.617 0.386 -5.591
H 2.322 0.022 -6.293
H 1.175 1.049 -7.167
H 0.950 -0.719 -7.159
H 1.559 -1.163 -4.124
H 0.181 -1.850 -5.015
H -0.086 -0.898 -3.544
F -2.658 -7.449 -2.602
C -1.979 -6.493 -1.946
C -1.834 -5.237 -2.494
F -2.364 -4.991 -3.701
C -1.138 -4.258 -1.812
F -1.014 -3.088 -2.428
C -0.567 -4.471 -0.555
Se 0.383 -3.146 0.407
C -0.725 -5.760 -0.051
F -0.206 -6.093 1.139
C -1.416 -6.753 -0.719
F -1.549 -7.980 -0.182
Cl -2.546 -0.178 -1.268
*
```

Output
HOMO-LUMO gap	6.88	eV

5.
C18H17ClN2O4 in the gas phase. Source: the Open Molecules 2025 dataset; level of theory: ωB97M-V/def2-TZVPD.

```
! wB97M-V def2-TZVPD RIJCOSX def2/J DEFGRID3
* xyz 0 1
C 6.741 0.328 1.360
H 7.496 -0.037 2.051
H 6.139 1.109 1.829
H 7.205 0.733 0.459
O 5.926 -0.793 1.034
C 4.964 -0.592 0.140
O 4.770 0.472 -0.399
C 4.176 -1.859 -0.102
H 3.619 -2.089 0.810
H 4.896 -2.666 -0.247
C 3.224 -1.770 -1.300
C 1.902 -1.097 -0.936
O 0.893 -1.737 -0.725
N 1.998 0.254 -0.874
C 1.002 1.169 -0.525
C -0.346 0.829 -0.520
C -1.300 1.772 -0.154
C -0.904 3.066 0.171
C 0.436 3.407 0.151
C 1.389 2.466 -0.189
H 2.438 2.726 -0.205
H 0.741 4.411 0.404
H -1.662 3.788 0.435
C -2.762 1.468 -0.125
O -3.599 2.334 -0.273
N -3.045 0.150 0.108
C -4.284 -0.483 0.178
C -4.298 -1.857 0.422
C -5.496 -2.538 0.500
C -6.699 -1.872 0.340
C -6.675 -0.508 0.097
C -5.487 0.197 0.014
H -5.487 1.257 -0.176
Cl -8.165 0.342 -0.108
H -7.638 -2.398 0.400
H -5.496 -3.601 0.689
H -3.364 -2.387 0.546
H -2.255 -0.464 0.252
H -0.621 -0.165 -0.833
H 2.936 0.642 -0.947
H 3.704 -1.226 -2.115
H 2.986 -2.779 -1.637
*
```

Output
HOMO-LUMO gap	8.91	eV
energy relative to the best compared isomer or geometry (same formula, charge and spin)	33.8	kJ/mol

6.
A molecular structure, C18H17CoIN7O2S. Source: the Open Molecules 2025 dataset; level of theory: ωB97M-V/def2-TZVPD.

```
! wB97M-V def2-TZVPD RIJCOSX def2/J DEFGRID3
* xyz -1 2
Co 0.404 0.312 -0.901
C -3.024 2.703 0.063
C -1.706 2.010 -0.074
N -1.560 0.745 -0.258
N -2.670 0.014 -0.484
C -2.847 -1.130 0.137
N -3.791 -1.924 -0.488
S -2.187 -1.683 1.616
C -0.455 2.787 -0.033
C -0.429 4.139 0.273
C 0.789 4.800 0.324
C 1.948 4.098 0.055
C 1.847 2.756 -0.277
N 0.677 2.125 -0.315
H -3.817 1.975 -0.067
H -3.126 3.481 -0.700
H -3.126 3.173 1.044
H -4.371 -1.466 -1.172
H -4.224 -2.608 0.107
H -1.357 4.660 0.460
H 0.827 5.854 0.569
H 2.921 4.568 0.094
H 2.710 2.155 -0.519
C -0.639 -3.405 -2.617
C 0.007 -4.288 -1.780
C 0.649 -3.796 -0.654
C 0.644 -2.437 -0.413
N 0.076 -1.581 -1.268
C -0.574 -2.051 -2.328
C 1.197 -1.840 0.843
C 1.864 -2.577 1.801
C 2.250 -1.950 2.976
C 1.961 -0.612 3.149
C 1.321 0.055 2.118
N 0.955 -0.545 0.999
H -1.176 -3.739 -3.494
H 0.001 -5.352 -1.982
H 1.125 -4.468 0.043
H -1.041 -1.307 -2.957
H 2.078 -3.625 1.648
H 2.773 -2.506 3.744
H 2.235 -0.085 4.053
H 1.096 1.113 2.188
I -0.039 1.275 -3.365
O 3.756 0.423 0.173
N 3.606 -0.160 -0.907
O 2.441 -0.082 -1.423
*
```

Output
HOMO-LUMO gap (spin up / spin down)	6.61 / 6.99	eV
energy relative to the best compared isomer or geometry (same formula, charge and spin)	54.5	kJ/mol

7.
A molecular structure, C18H17FN3O2Pt. Source: the Open Molecules 2025 dataset; level of theory: ωB97M-V/def2-TZVPD.

```
! wB97M-V def2-TZVPD RIJCOSX def2/J DEFGRID3
* xyz 1 1
Pt 0.226 0.503 0.526
O 1.251 2.425 1.162
C 1.443 2.327 2.584
C 0.275 1.610 3.208
C -0.032 1.831 4.538
C -1.178 1.274 5.075
C -2.016 0.552 4.239
C -1.637 0.355 2.927
N -0.487 0.826 2.427
H 2.113 2.549 0.749
H 1.487 3.333 3.001
H 2.382 1.814 2.805
H 0.616 2.458 5.136
H -1.429 1.428 6.115
H -2.951 0.140 4.589
H -2.259 -0.200 2.250
N -1.323 1.295 -4.777
C -0.019 0.978 -4.937
O 0.528 0.953 -6.017
C 0.781 0.646 -3.695
C 2.105 0.269 -3.884
C 2.884 -0.044 -2.785
C 2.318 0.022 -1.528
N 1.041 0.382 -1.339
C 0.288 0.690 -2.405
H -1.852 1.503 -5.607
H -1.802 1.278 -3.898
H 2.489 0.230 -4.895
H 3.918 -0.338 -2.890
H 2.888 -0.203 -0.637
H -0.730 0.968 -2.172
F -1.770 -5.224 -0.249
C -1.365 -3.953 -0.100
C -0.017 -3.665 -0.164
C 0.390 -2.347 -0.019
C -0.524 -1.313 0.215
C -1.875 -1.653 0.257
C -2.305 -2.967 0.100
H 0.697 -4.461 -0.325
H 1.453 -2.152 -0.054
H -2.644 -0.900 0.353
H -3.356 -3.220 0.120
*
```

Output
HOMO-LUMO gap	8.15	eV
energy relative to the best compared isomer or geometry (same formula, charge and spin)	0.0	kJ/mol

8.
A molecular structure, C18H17N3O2SYb at a distorted geometry. Source: the Open Molecules 2025 dataset; level of theory: ωB97M-V/def2-TZVPD.

```
! wB97M-V def2-TZVPD RIJCOSX def2/J DEFGRID3
* xyz 2 1
C -3.585 -3.061 -1.193
C -2.499 -2.738 -2.329
C -1.962 -1.204 -2.307
N -0.629 -1.167 -1.612
C -0.564 -0.200 -0.525
C 0.415 0.853 -0.450
C 1.533 1.074 -1.556
C 1.665 2.450 -2.327
C 2.877 2.436 -3.323
C 3.832 1.257 -3.569
N 3.650 0.014 -2.855
C 2.580 -0.003 -1.919
C 0.489 1.879 0.799
O 0.743 3.099 0.644
C 0.161 1.196 2.219
C 0.878 1.584 3.545
N 1.925 2.597 3.585
C 0.470 0.874 4.873
C -0.622 -0.235 4.789
S -1.018 -1.080 6.415
C -1.351 -0.651 3.473
C -0.943 0.066 2.153
C -1.594 -0.297 0.723
O -2.803 -0.583 0.615
H -4.327 -2.204 -1.000
H -3.070 -3.324 -0.194
H -4.172 -4.010 -1.486
H -1.649 -3.503 -2.203
H -2.993 -2.971 -3.348
H -2.732 -0.462 -1.914
H -1.773 -0.941 -3.421
H 0.065 -0.996 -2.347
H 0.982 3.340 -2.151
H 3.084 3.405 -3.908
H 4.697 1.374 -4.323
H 2.471 -0.990 -1.326
H 2.152 2.964 2.653
H 1.745 3.336 4.275
H 0.982 1.193 5.835
H 0.111 -1.906 6.577
H -2.139 -1.485 3.448
Yb 2.920 -0.979 -5.031
*
```

Output
HOMO-LUMO gap	2.79	eV